1.
{"formula": "C39H96N6O15Sr", "method": "ωB97M-V/def2-TZVPD", "charge": 0, "species": ["Sr", "C", "C", "C", "O", "C", "C", "C", "O", "O", "O", "H", "H", "C", "O", "H", "H", "H", "H", "C", "C", "O", "H", "H", "H", "H", "H", "H", "C", "C", "O", "H", "H", "H", "H", "H", "H", "C", "C", "O", "H", "H", "H", "H", "H", "H", "C", "C", "O", "H", "H", "H", "H", "H", "H", "C", "C", "C", "O", "C", "N", "H", "H", "H", "H", "H", "H", "H", "H", "H", "H", "H", "C", "C", "C", "O", "C", "N", "H", "H", "H", "H", "H", "H", "H", "H", "H", "H", "H", "C", "C", "C", "O", "C", "N", "H", "H", "H", "H", "H", "H", "H", "H", "H", "H", "H", "C", "C", "C", "O", "C", "N", "H", "H", "H", "H", "H", "H", "H", "H", "H", "H", "H", "C", "C", "C", "O", "C", "N", "H", "H", "H", "H", "H", "H", "H", "H", "H", "H", "H", "C", "C", "C", "O", "C", "N", "H", "H", "H", "H", "H", "H", "H", "H", "H", "H", "H"], "positions_angstrom": [[-2.429, 2.312, 2.835], [1.687, 1.409, 0.703], [0.389, 1.488, 1.353], [-0.499, 0.107, 1.349], [-1.566, 0.054, 1.983], [0.003, -1.021, 0.577], [1.201, -0.932, -0.073], [2.043, 0.331, -0.033], [3.144, 0.460, -0.678], [1.621, -2.062, -0.572], [-0.102, 2.509, 1.825], [2.319, 2.283, 0.740], [-0.560, -1.943, 0.582], [3.129, -0.886, 3.075], [3.161, -1.151, 4.474], [4.091, -0.952, 2.570], [2.602, -1.741, 2.645], [2.551, 0.025, 2.925], [2.299, -1.416, 4.800], [3.881, -6.173, -2.476], [2.797, -5.130, -2.151], [3.459, -4.114, -1.475], [4.706, -5.829, -3.102], [3.470, -7.112, -2.846], [4.439, -6.403, -1.567], [2.108, -5.597, -1.442], [2.216, -4.720, -2.980], [2.727, -3.534, -1.231], [3.359, 3.938, 3.078], [2.087, 4.776, 2.978], [1.527, 4.584, 1.723], [3.104, 2.878, 3.028], [3.942, 4.009, 3.998], [4.079, 4.093, 2.273], [2.250, 5.850, 3.071], [1.385, 4.452, 3.752], [1.188, 3.683, 1.644], [-1.218, 1.651, -1.971], [-2.315, 2.551, -2.586], [-3.055, 3.282, -1.631], [-0.447, 2.280, -1.523], [-0.707, 1.043, -2.718], [-1.577, 0.916, -1.249], [-2.969, 1.934, -3.206], [-1.845, 3.279, -3.249], [-3.446, 4.051, -2.052], [-4.400, -1.917, 0.927], [-3.445, -2.858, 1.678], [-2.933, -2.157, 2.780], [-4.925, -2.416, 0.112], [-3.757, -1.146, 0.501], [-5.130, -1.519, 1.631], [-2.651, -3.206, 1.016], [-3.891, -3.751, 2.118], [-2.353, -1.482, 2.401], [-1.380, -5.973, 3.702], [-0.420, -4.957, 4.321], [0.594, -4.351, 3.322], [1.292, -5.313, 2.609], [2.125, -4.762, 1.608], [-1.157, -3.848, 4.923], [-2.071, -5.532, 2.982], [-1.985, -6.552, 4.401], [-0.803, -6.729, 3.166], [0.094, -5.496, 5.117], [1.354, -3.747, 3.829], [0.181, -3.573, 2.671], [2.885, -4.074, 1.984], [1.567, -4.247, 0.823], [2.707, -5.525, 1.090], [-1.697, -3.367, 4.214], [-1.892, -4.157, 5.545], [2.543, 2.647, -3.753], [3.238, 3.604, -2.830], [2.345, 4.170, -1.782], [1.363, 4.959, -2.402], [0.455, 5.638, -1.514], [4.312, 2.901, -2.136], [1.651, 3.145, -4.134], [2.274, 1.698, -3.283], [3.139, 2.296, -4.597], [3.644, 4.396, -3.462], [2.873, 4.869, -1.129], [1.820, 3.379, -1.242], [-0.149, 4.926, -0.948], [-0.192, 6.317, -2.070], [0.969, 6.303, -0.816], [3.889, 2.087, -1.704], [4.609, 3.443, -1.334], [-1.656, 6.377, 2.323], [-2.737, 5.627, 1.473], [-3.037, 6.282, 0.143], [-3.400, 7.626, 0.392], [-3.867, 8.318, -0.782], [-2.218, 4.291, 1.223], [-0.828, 6.603, 1.649], [-1.253, 5.866, 3.198], [-2.072, 7.322, 2.672], [-3.661, 5.635, 2.054], [-3.866, 5.796, -0.380], [-2.177, 6.260, -0.531], [-4.051, 9.384, -0.664], [-4.842, 7.885, -1.014], [-3.168, 8.148, -1.603], [-2.531, 4.146, 0.268], [-1.209, 4.355, 1.142], [-4.252, -0.953, 6.055], [-3.409, 0.147, 5.378], [-1.881, -0.106, 5.346], [-1.248, 1.071, 4.719], [0.172, 1.000, 4.900], [-3.856, 0.241, 3.988], [-5.327, -0.803, 5.972], [-3.971, -0.870, 7.106], [-3.974, -1.951, 5.719], [-3.554, 1.143, 5.798], [-1.491, -1.039, 4.938], [-1.573, -0.090, 6.393], [0.623, 0.127, 4.428], [0.415, 1.053, 5.962], [0.597, 1.929, 4.521], [-4.856, 0.398, 3.957], [-3.771, -0.703, 3.624], [-0.240, -4.046, -6.004], [-0.904, -4.060, -4.643], [-1.931, -2.966, -4.465], [-2.441, -2.806, -3.103], [-1.485, -2.424, -2.148], [-1.514, -5.377, -4.413], [-0.924, -4.268, -6.826], [0.591, -4.750, -6.062], [0.210, -3.108, -6.328], [-0.157, -4.028, -3.848], [-2.820, -3.260, -5.025], [-1.622, -2.002, -4.873], [-0.790, -3.211, -1.848], [-2.068, -2.097, -1.287], [-0.842, -1.618, -2.508], [-1.897, -5.393, -3.476], [-2.300, -5.623, -5.001], [3.551, -2.487, -5.147], [3.231, -1.407, -4.135], [1.715, -1.426, -3.780], [0.921, -1.389, -4.923], [0.972, -0.169, -5.674], [4.043, -1.532, -2.874], [4.600, -2.615, -5.414], [3.071, -2.240, -6.096], [3.195, -3.453, -4.785], [3.551, -0.430, -4.500], [1.367, -0.714, -3.028], [1.546, -2.414, -3.348], [0.542, 0.666, -5.115], [0.420, -0.271, -6.607], [1.999, 0.124, -5.897], [3.570, -0.912, -2.226], [3.848, -2.441, -2.466]], "forces_ev_per_angstrom": [[0.825, -1.382, -0.165], [-4.379, 2.066, 3.325], [2.589, -4.198, -2.818], [3.193, -1.169, -2.645], [-1.556, 1.209, 1.018], [-2.493, 3.467, 2.643], [2.095, -4.591, -1.451], [3.954, -0.609, -2.739], [-2.324, -1.479, 0.705], [-0.106, 3.354, 0.481], [-1.881, 1.567, 1.758], [0.126, -0.059, -0.196], [0.060, -0.072, -0.028], [-1.442, -1.288, 0.183], [1.170, 0.272, 0.669], [0.270, 0.649, 0.641], [-0.377, 0.248, -0.547], [0.432, 0.145, -0.609], [-0.059, -0.109, -0.328], [-0.007, -0.072, 0.056], [0.896, -1.535, 0.198], [-0.219, 0.869, 0.436], [-0.482, 0.292, -0.558], [0.003, 0.090, -0.211], [-0.441, -0.039, 0.380], [-0.388, -0.242, -0.194], [0.115, -0.324, -0.422], [0.318, 0.868, 0.587], [0.490, -0.491, 0.426], [0.807, -0.407, 0.161], [-0.434, 0.708, -1.164], [-0.220, -0.081, -0.132], [-0.255, 0.422, 0.232], [-0.277, 0.354, -0.202], [0.173, -0.037, 0.213], [-0.079, 0.116, 0.333], [-0.236, 0.019, 0.195], [-0.314, 0.653, 0.020], [1.062, -0.769, -0.877], [-0.260, 0.072, 1.133], [0.008, -0.075, 0.242], [-0.158, 0.214, -0.361], [-0.267, 0.234, 0.184], [-0.244, -0.018, 0.086], [0.247, -0.147, -0.155], [-0.014, -0.092, -0.192], [0.423, -0.922, -0.004], [-0.793, -0.297, -0.258], [0.567, -0.144, 0.613], [0.018, -0.008, -0.018], [-0.308, 0.320, 0.005], [0.008, 0.180, -0.093], [0.135, 0.041, -0.059], [-0.416, 0.002, -0.343], [0.481, 0.643, 0.077], [0.452, -0.600, -0.852], [-0.701, -0.158, -0.299], [0.527, 0.688, 0.652], [0.072, -0.922, -0.664], [0.375, 0.045, -0.556], [-0.064, 0.837, 0.289], [0.067, 0.244, -0.056], [0.077, 0.374, 0.453], [0.044, 0.017, -0.170], [0.383, 0.234, -0.011], [-0.044, 0.027, 0.838], [-0.863, -0.288, -0.400], [-0.160, 0.228, 0.415], [-0.289, 0.211, 0.149], [-0.291, -0.433, 0.317], [0.131, 0.144, -0.504], [0.265, -0.463, 0.316], [-0.647, -0.528, -0.534], [1.033, -0.578, 0.019], [-1.170, 1.024, 0.033], [-1.956, 1.427, -0.356], [0.933, -0.261, -0.472], [0.270, -0.098, 0.000], [-0.133, -0.224, -0.135], [-0.269, 0.151, 0.507], [0.321, 0.504, -0.039], [0.103, 0.276, 0.230], [0.425, -0.508, 0.476], [0.384, -0.231, 0.419], [-0.068, -0.148, 0.094], [-0.038, -0.374, -0.471], [0.356, -0.251, 0.267], [0.153, -0.474, -0.014], [0.295, 0.252, -0.034], [-0.857, 0.744, -1.013], [1.151, 0.959, 1.499], [-0.192, 1.545, -0.010], [-0.038, 1.002, -0.113], [-0.280, -1.226, 0.255], [-0.800, 0.025, -0.601], [0.206, 0.006, 0.137], [-0.249, -0.487, -0.145], [0.088, 0.046, -0.055], [-0.174, -0.356, -0.005], [-0.164, -0.423, 0.081], [0.313, -0.166, 0.023], [0.500, -0.084, 0.655], [-0.056, -0.064, -0.452], [-0.022, 0.117, -0.150], [0.168, -1.245, -0.302], [0.327, -0.077, 0.049], [1.412, 0.727, 1.274], [-0.128, -0.819, -1.412], [-0.292, 1.429, 1.034], [-0.278, -1.158, 0.558], [0.044, 0.972, 0.365], [-0.296, 0.823, -0.783], [0.106, 0.159, -0.178], [-0.377, -0.459, 0.276], [-0.026, 0.089, -0.234], [-0.036, -0.145, 0.576], [-0.414, 0.006, -0.525], [0.226, -0.074, 0.118], [-0.141, 0.014, -0.100], [-0.096, -0.494, 0.149], [-0.003, -0.192, -0.521], [-0.230, 0.132, 0.253], [0.315, -0.170, -0.653], [0.495, 0.281, -0.883], [-0.346, -0.710, 0.080], [-0.861, 0.486, 0.604], [0.345, -0.507, -1.251], [0.115, 0.214, -0.075], [0.148, -0.523, 0.513], [-0.332, -0.387, 0.198], [-0.222, -0.300, 0.172], [-0.137, 0.278, 0.647], [0.257, 0.481, -0.155], [-0.062, -0.021, -0.074], [0.369, 0.129, 0.281], [-0.123, -0.296, 0.078], [0.225, 0.073, 0.105], [-0.094, 0.303, -0.003], [0.067, -0.033, 0.174], [0.067, 0.398, -0.472], [-0.126, 0.047, -0.371], [0.747, 0.493, 1.720], [1.208, -0.732, -0.369], [-1.079, 0.818, -1.445], [0.279, -0.228, 0.680], [-0.962, -0.129, -1.012], [0.181, 0.318, 0.519], [-0.315, -0.258, 0.010], [-0.139, -0.093, -0.114], [-0.282, 0.076, -0.365], [0.413, 0.440, 0.036], [-0.142, -0.062, 0.145], [-0.177, 0.038, 0.197], [-0.032, -0.331, 0.103], [0.081, -0.122, -0.142], [0.411, 0.368, 0.419], [0.304, -0.225, -0.141]]}

=====

2.
{"formula": "C33H57N6O8", "method": "ωB97M-V/def2-TZVPD", "charge": 1, "species": ["C", "C", "C", "C", "C", "C", "C", "C", "C", "O", "C", "O", "C", "O", "C", "C", "C", "N", "C", "C", "C", "C", "H", "H", "H", "H", "H", "H", "H", "H", "H", "H", "H", "H", "H", "H", "H", "H", "H", "H", "H", "H", "H", "H", "C", "O", "N", "C", "C", "H", "H", "H", "H", "H", "H", "H", "C", "O", "N", "C", "C", "H", "H", "H", "H", "H", "H", "H", "C", "O", "N", "C", "C", "H", "H", "H", "H", "H", "H", "H", "C", "O", "N", "C", "C", "H", "H", "H", "H", "H", "H", "H", "C", "O", "N", "C", "C", "H", "H", "H", "H", "H", "H", "H"], "positions_angstrom": [[-2.202, -4.695, -1.077], [-1.248, -3.725, -0.389], [-0.653, -4.058, 0.804], [0.184, -3.166, 1.452], [0.434, -1.937, 0.879], [1.318, -0.916, 1.592], [0.398, -0.232, 2.655], [2.520, -1.573, 2.343], [-0.144, -1.598, -0.334], [0.134, -0.339, -0.841], [0.033, -0.249, -2.233], [0.697, 0.971, -2.595], [-0.008, 2.060, -2.271], [-1.166, 2.047, -1.909], [0.731, 3.377, -2.397], [2.078, 3.484, -2.762], [2.634, 4.712, -2.871], [1.916, 5.821, -2.623], [0.629, 5.761, -2.259], [-0.130, 7.025, -1.948], [0.020, 4.533, -2.139], [-0.979, -2.495, -0.968], [-2.982, -4.092, -1.558], [-1.625, -5.255, -1.822], [-2.666, -5.368, -0.353], [-0.837, -5.030, 1.262], [0.659, -3.381, 2.407], [1.737, -0.180, 0.899], [0.224, -0.968, 3.458], [-0.581, -0.079, 2.176], [0.797, 0.723, 3.013], [2.815, -2.549, 1.946], [3.402, -0.919, 2.268], [2.265, -1.600, 3.409], [0.631, -1.055, -2.685], [-0.986, -0.331, -2.630], [2.677, 2.599, -2.958], [3.676, 4.881, -3.127], [2.332, 6.743, -2.703], [-1.050, 6.734, -1.445], [0.514, 7.629, -1.287], [-0.341, 7.643, -2.821], [-1.020, 4.426, -1.846], [-1.461, -2.275, -1.918], [-0.359, -7.440, -0.226], [-1.442, -7.574, 0.310], [0.538, -8.426, -0.421], [1.813, -8.190, -1.067], [0.211, -9.767, 0.033], [-0.015, -6.462, -0.605], [1.888, -8.807, -1.965], [2.624, -8.451, -0.384], [1.910, -7.142, -1.348], [-0.698, -10.110, -0.462], [0.033, -9.756, 1.109], [1.029, -10.447, -0.194], [-4.490, -0.682, -3.168], [-3.435, -1.128, -2.749], [-4.657, 0.565, -3.642], [-5.934, 1.044, -4.135], [-3.508, 1.451, -3.656], [-5.411, -1.287, -3.193], [-5.834, 1.340, -5.181], [-6.252, 1.907, -3.547], [-6.690, 0.266, -4.059], [-2.717, 1.005, -4.264], [-3.137, 1.575, -2.644], [-3.782, 2.420, -4.067], [-2.710, 8.793, -3.972], [-2.233, 7.693, -3.718], [-2.754, 9.348, -5.189], [-3.336, 10.660, -5.419], [-2.203, 8.614, -6.317], [-3.153, 9.428, -3.189], [-4.166, 10.571, -6.122], [-2.580, 11.326, -5.837], [-3.705, 11.083, -4.487], [-2.724, 7.662, -6.422], [-1.146, 8.411, -6.140], [-2.314, 9.193, -7.230], [0.256, -2.971, 6.147], [0.968, -2.176, 5.559], [-0.742, -2.638, 6.985], [-1.553, -3.637, 7.654], [-1.012, -1.231, 7.224], [0.381, -4.061, 6.033], [-2.599, -3.508, 7.371], [-1.457, -3.521, 8.736], [-1.231, -4.639, 7.376], [-1.259, -0.741, 6.281], [-0.123, -0.753, 7.638], [-1.841, -1.123, 7.919], [7.134, -1.972, 5.266], [6.644, -2.834, 5.966], [6.441, -1.001, 4.635], [7.090, -0.002, 3.813], [4.995, -0.961, 4.788], [8.222, -1.914, 5.086], [6.886, 0.993, 4.216], [6.706, -0.061, 2.792], [8.167, -0.162, 3.796], [4.744, -0.849, 5.844], [4.569, -1.897, 4.428], [4.578, -0.130, 4.225]], "forces_ev_per_angstrom": [[0.315, 0.825, 0.243], [-0.591, -0.656, -0.327], [0.192, -0.592, 0.928], [-0.003, 0.175, -0.183], [1.248, 1.146, 0.321], [0.111, -0.461, 0.967], [-0.282, -0.458, -0.921], [-0.068, 0.820, -0.093], [-0.202, -0.385, 0.067], [-0.239, 0.110, -0.454], [0.510, -1.212, -0.041], [-0.288, 0.771, 0.191], [-1.255, -0.356, 0.335], [1.372, 0.315, -0.188], [0.342, -0.063, -0.226], [-0.236, -1.118, -0.025], [1.158, 0.676, -0.150], [-0.488, -0.090, 0.062], [-1.027, 1.053, 0.191], [1.235, -0.141, 0.442], [-0.212, -0.864, -0.028], [-0.199, 0.116, -0.608], [0.117, -0.344, -0.165], [-0.441, -0.092, 0.002], [0.220, -0.046, -0.236], [-0.143, 0.163, -0.160], [-0.159, -0.186, -0.152], [-0.439, -0.159, -0.057], [0.215, 0.571, -0.047], [0.205, 0.373, 0.231], [-0.043, -0.276, 0.188], [-0.174, 0.101, 0.186], [-0.200, -0.145, -0.054], [0.233, -0.556, -0.198], [-0.028, 0.328, -0.028], [0.055, 0.580, 0.260], [-0.133, 0.166, 0.040], [-0.215, -0.126, -0.024], [0.140, -0.165, -0.026], [0.050, 0.389, -0.147], [-0.385, -0.130, 0.067], [-0.134, -0.399, -0.036], [0.152, 0.258, -0.046], [0.007, 0.120, 0.215], [0.008, 0.098, -0.031], [0.056, -0.126, 0.059], [0.072, 0.091, -0.066], [-0.138, -0.237, 0.116], [-0.182, 0.168, 0.049], [0.067, -0.019, -0.014], [0.129, 0.057, -0.021], [0.091, 0.042, -0.103], [-0.059, 0.002, 0.033], [0.013, -0.086, 0.068], [-0.026, -0.105, -0.018], [0.028, 0.070, -0.028], [-0.029, -0.108, 0.015], [0.088, 0.106, -0.086], [-0.190, -0.055, -0.081], [0.271, 0.108, 0.030], [-0.117, -0.221, 0.035], [-0.007, 0.020, 0.006], [-0.134, 0.025, 0.001], [-0.115, -0.002, -0.074], [0.050, -0.029, 0.024], [0.072, 0.111, 0.030], [0.046, 0.037, -0.039], [-0.093, -0.055, -0.034], [-0.145, 0.028, 0.006], [-0.105, 0.136, -0.249], [-0.016, 0.076, 0.101], [0.099, -0.148, -0.171], [-0.011, -0.136, 0.202], [-0.015, -0.004, -0.011], [-0.013, 0.118, 0.018], [-0.089, 0.083, 0.001], [0.020, -0.059, 0.017], [0.065, -0.009, -0.078], [-0.004, -0.037, -0.103], [-0.028, 0.048, 0.056], [0.049, -0.120, -0.024], [-0.051, 0.107, -0.019], [-0.023, -0.149, 0.010], [-0.001, 0.289, 0.007], [0.198, -0.036, -0.162], [-0.025, -0.006, 0.026], [-0.026, -0.111, 0.076], [-0.081, -0.111, 0.011], [0.040, 0.037, -0.033], [-0.004, 0.088, 0.062], [-0.061, 0.088, -0.007], [0.006, -0.081, -0.006], [0.092, -0.051, 0.025], [-0.102, 0.041, -0.021], [0.155, 0.114, -0.083], [-0.295, -0.085, 0.106], [0.193, -0.252, 0.205], [-0.001, 0.049, -0.036], [0.088, 0.059, -0.110], [0.094, 0.109, -0.040], [-0.018, -0.041, 0.033], [-0.129, -0.032, -0.043], [-0.143, 0.059, 0.066], [0.093, 0.012, -0.021]]}

=====

| no. | E_LUMO (eV) | energy (Eh) |
| --- | --- | --- |
| 1 | -1.55 | -3031.2817 |
| 2 | -4.40 | -2221.8829 |